2 unconnected molecules or ions with the total composition C9H14N2O2 at a distorted geometry, computed with the ωB97M-V functional and the def2-TZVPD basis.

Properties
SMILES: O=c1cc[nH]c(=O)[nH]1.C1CCCC1
LUMO level (eV): 0.0
HOMO-LUMO gap (eV): 9.378
Multiplicity: 1
Highest occupied orbital energy (eV): -9.3
ΔE to the lowest compared entry with this formula, charge and spin (kcal per mole): 90.89

Each line ends with the natural charge from an NBO analysis.
Atoms and positions in Å:
1 O 1.049 2.378 -1.202  -0.62
2 C 1.837 1.373 -0.703  0.64
3 C 2.085 1.335 0.837  -0.38
4 C 2.147 0.056 1.401  0.06
5 N 2.177 -1.099 0.737  -0.62
6 C 1.985 -1.193 -0.656  0.80
7 O 1.910 -2.286 -1.235  -0.57
8 N 2.026 0.133 -1.311  -0.64
9 H 2.103 2.153 1.629  0.26
10 H 2.376 -0.032 2.447  0.22
11 H 2.197 -1.906 1.483  0.45
12 H 1.592 -0.044 -2.170  0.43
13 C -2.114 -0.946 0.528  -0.39
14 C -1.111 0.011 1.236  -0.42
15 C -1.253 1.149 0.218  -0.46
16 C -1.586 0.543 -1.107  -0.42
17 C -1.716 -1.020 -0.965  -0.43
18 H -2.047 -1.992 1.111  0.18
19 H -3.138 -0.716 0.531  0.20
20 H -0.148 -0.566 0.917  0.19
21 H -1.485 0.110 2.256  0.23
22 H -0.330 1.868 -0.053  0.26
23 H -2.035 1.752 0.565  0.20
24 H -0.878 0.904 -1.795  0.21
25 H -2.526 0.914 -1.634  0.20
26 H -0.752 -1.511 -1.204  0.19
27 H -2.367 -1.367 -1.861  0.22

A single C9H14N2O2S molecule at a distorted geometry, computed with the ωB97M-V functional and the def2-TZVPD basis.

Properties
LUMO level (eV): -0.8
HOMO-LUMO gap (eV): 8.322
Multiplicity: 1
Highest occupied orbital energy (eV): -9.1
ΔE to the lowest compared entry with this formula, charge and spin (kcal per mole): 162.12

Each line ends with the natural charge from an NBO analysis.
Atoms and positions in Å:
1 C 1.701 0.335 0.556  -0.43
2 C 0.355 0.103 0.397  0.23
3 C 1.911 -0.189 1.874  0.16
4 C -1.516 -0.632 1.831  -0.22
5 C -2.354 -0.986 0.587  -0.63
6 C -1.094 0.403 -1.626  -0.07
7 C 3.180 -0.199 2.626  -0.63
8 C -0.838 -0.753 -2.421  -0.71
9 C -0.786 1.746 -2.267  -0.69
10 N 0.763 -0.587 2.396  -0.29
11 N -0.193 -0.329 1.524  -0.26
12 O -2.512 1.676 0.111  -0.94
13 O -3.695 0.091 -1.349  -0.95
14 S -2.519 0.430 -0.592  2.14
15 H 2.450 0.521 -0.186  0.23
16 H -1.970 0.372 2.258  0.23
17 H -1.514 -1.460 2.465  0.23
18 H -1.647 -1.704 -0.107  0.22
19 H -3.217 -1.518 0.767  0.25
20 H 3.267 -1.035 3.253  0.23
21 H 3.952 -0.492 1.976  0.21
22 H 3.402 0.672 3.026  0.22
23 H -0.017 -0.750 -3.116  0.24
24 H -1.725 -0.877 -3.127  0.25
25 H -0.691 -1.480 -1.781  0.23
26 H -1.047 2.652 -1.666  0.26
27 H -1.577 1.854 -3.037  0.24
28 H 0.236 1.810 -2.498  0.24

A single C9H14N2O2S molecule at a distorted geometry, computed with the ωB97M-V functional and the def2-TZVPD basis.

Properties
LUMO level (spin up / spin down) (eV): 0.6 / -2.4
HOMO-LUMO gap (spin up / spin down) (eV): 7.601 / 7.018
⟨S²⟩: 2.018
Multiplicity: 3
Highest occupied orbital energy (spin up / spin down) (eV): -7.0 / -9.4

Each line ends with the natural charge from an NBO analysis.
Atoms and positions in Å:
1 C -0.312 0.787 -4.358  0.20
2 C -0.238 1.017 -1.217  0.17
3 C 0.633 -0.189 -0.820  -0.43
4 C -1.246 0.524 -3.343  0.09
5 C -2.587 -0.011 -3.764  -0.64
6 C -0.276 -0.265 4.044  -0.25
7 C 2.537 -0.138 2.248  -0.26
8 C 0.138 -0.840 0.437  -0.48
9 C 0.159 0.018 1.644  0.39
10 N 0.395 0.998 -5.254  -0.33
11 N -1.105 1.111 -2.143  -0.37
12 O -0.338 -0.737 2.717  -0.56
13 O 1.404 0.600 1.923  -0.56
14 S 0.799 -1.420 -2.182  0.16
15 H -0.169 1.766 -0.480  0.18
16 H 1.577 0.196 -0.798  0.24
17 H -3.280 0.707 -3.347  0.23
18 H -2.796 -0.922 -3.223  0.23
19 H -2.657 0.006 -4.833  0.24
20 H 0.476 -0.790 4.598  0.18
21 H -1.308 -0.271 4.460  0.19
22 H 0.113 0.751 3.946  0.18
23 H 2.369 -0.949 2.867  0.18
24 H 3.157 0.574 2.894  0.19
25 H 3.125 -0.389 1.289  0.17
26 H 0.682 -1.812 0.667  0.25
27 H -0.873 -1.311 0.450  0.25
28 H -0.379 0.989 1.580  0.16

A single C9H14N2O7 molecule at a distorted geometry, computed with the ωB97M-V functional and the def2-TZVPD basis.

Properties
SMILES: N[C@@H](CCC(=O)O)C(=O)N[C@@H](CC(=O)O)C(=O)O
LUMO level (eV): 0.4
HOMO-LUMO gap (eV): 9.936
Multiplicity: 1
Highest occupied orbital energy (eV): -9.6
ΔE to the lowest compared entry with this formula, charge and spin (kcal per mole): 19.15

Each line ends with the natural charge from an NBO analysis.
Atoms and positions in Å:
1 N -2.164 -0.886 -2.168  -0.80
2 C -1.407 -0.984 -0.931  -0.16
3 C -0.932 -2.414 -0.825  -0.38
4 C -0.116 -2.667 0.380  -0.53
5 C -0.860 -2.487 1.663  0.80
6 O -1.108 -1.387 2.141  -0.64
7 O -1.390 -3.588 2.187  -0.66
8 C -0.292 -0.022 -0.968  0.66
9 O 0.223 0.231 -2.053  -0.65
10 N 0.232 0.411 0.201  -0.64
11 C 1.281 1.433 0.259  -0.16
12 C 0.804 2.922 0.390  -0.53
13 C 0.465 3.408 -0.975  0.79
14 O -0.644 3.516 -1.378  -0.58
15 O 1.573 3.600 -1.724  -0.68
16 C 2.101 1.173 1.527  0.79
17 O 3.069 1.813 1.837  -0.58
18 O 1.623 0.078 2.167  -0.68
19 H -1.469 -1.054 -2.923  0.37
20 H -2.434 0.104 -2.253  0.36
21 H -2.137 -0.672 -0.166  0.21
22 H -1.763 -3.081 -0.932  0.23
23 H -0.275 -2.535 -1.705  0.22
24 H 0.831 -2.062 0.395  0.25
25 H 0.239 -3.726 0.312  0.24
26 H -2.081 -3.239 2.797  0.50
27 H -0.223 0.145 1.103  0.45
28 H 1.874 1.310 -0.658  0.28
29 H 1.602 3.572 0.849  0.26
30 H -0.065 3.078 1.035  0.24
31 H 1.213 4.063 -2.507  0.50
32 H 2.230 -0.051 2.926  0.50

A single C9H14N2O7 molecule at a distorted geometry, computed with the ωB97M-V functional and the def2-TZVPD basis.

Properties
SMILES: N[C@@H](CC(=O)O)C(=O)N[C@@H](CCC(=O)O)C(=O)O
LUMO level (eV): 0.2
HOMO-LUMO gap (eV): 9.936
Multiplicity: 1
Highest occupied orbital energy (eV): -9.8
ΔE to the lowest compared entry with this formula, charge and spin (kcal per mole): 162.37

Each line ends with the natural charge from an NBO analysis.
Atoms and positions in Å:
1 N -2.222 -2.529 -1.009  -0.80
2 C -1.878 -1.163 -0.614  -0.19
3 C -2.877 -0.796 0.360  -0.53
4 C -3.750 0.599 0.228  0.83
5 O -3.630 1.447 -0.648  -0.57
6 O -4.416 0.563 1.468  -0.69
7 C -0.465 -0.934 -0.030  0.69
8 O 0.207 -1.749 0.580  -0.59
9 N -0.235 0.466 -0.087  -0.66
10 C 1.129 0.994 0.002  -0.18
11 C 2.107 0.589 -1.020  -0.42
12 C 3.478 0.206 -0.298  -0.51
13 C 3.112 -0.947 0.720  0.79
14 O 2.630 -0.937 1.824  -0.59
15 O 3.604 -2.135 0.189  -0.69
16 C 1.350 2.510 0.200  0.79
17 O 2.168 3.300 -0.512  -0.61
18 O 0.208 2.772 0.828  -0.66
19 H -1.709 -2.655 -2.053  0.36
20 H -1.624 -2.889 -0.203  0.38
21 H -1.934 -0.355 -1.479  0.21
22 H -2.425 -1.063 1.250  0.24
23 H -3.817 -1.341 0.342  0.26
24 H -4.727 1.447 1.669  0.49
25 H -1.080 1.016 -0.075  0.43
26 H 1.666 0.837 1.137  0.26
27 H 2.406 1.331 -1.740  0.25
28 H 1.558 -0.222 -1.696  0.22
29 H 4.125 -0.351 -1.196  0.25
30 H 4.008 1.000 0.286  0.25
31 H 2.958 -2.703 0.892  0.50
32 H 0.070 3.690 0.686  0.50

Record order is preserved below.
E_tot: -611.21978 -1009.30237 -1009.31993 -987.61617 -987.38793 hartree